Molecular formula: C51H118F33N11O16P4
Method: DFT, ωB97M-V/def2-TZVPD

Calculated values
- Kohn-Sham gap (eV) = 8.363

ORCA input file:
```
! wB97M-V def2-TZVPD RIJCOSX def2/J DEFGRID3
* xyz 4 1
C 2.25760 -5.87793 3.83728
C 2.38090 -5.64057 2.41651
O 2.53737 -4.50944 2.02969
N 2.16276 -6.66923 1.51195
H -1.09528 -6.42184 -0.65088
H 2.05222 -6.27107 0.55894
C 2.56043 -8.08545 1.68534
H 2.74794 -5.06170 4.32597
H 2.69205 -6.83491 4.06654
H 1.16820 -5.91372 3.97524
H 1.73132 -8.61731 2.16345
H 3.45115 -8.18806 2.28126
H 2.67142 -8.43679 0.65399
C 0.91576 6.72495 -1.52901
C 0.21880 7.10579 -2.81866
O 0.40432 6.76432 -3.93090
N -0.97783 8.07336 -2.70291
H -1.78971 7.46365 -2.86342
H -1.05305 8.37373 -1.74339
C -1.01221 9.29645 -3.63130
H 0.40972 5.86995 -1.15553
H 0.79680 7.54842 -0.85124
H 1.94339 6.48599 -1.74477
H 0.02228 9.64068 -3.69729
H -1.56667 10.07993 -3.11517
H -1.38599 9.03258 -4.59322
C -4.61550 4.68698 -1.11429
C -4.61836 3.74163 -2.28316
O -3.89775 3.66937 -3.22045
N -5.61036 2.63177 -2.18944
H -5.20368 1.68831 -2.05808
H -6.12152 2.70105 -1.30395
C -6.53933 2.53231 -3.36548
H -5.59762 5.14768 -0.96673
H -3.99283 5.47688 -1.45012
H -4.23321 4.25362 -0.16759
H -5.94099 2.63599 -4.24124
H -7.32552 3.27046 -3.29235
H -6.95964 1.53580 -3.26995
C 4.10684 2.16505 5.80329
C 3.61893 0.79632 5.31279
O 4.29464 -0.04246 4.76868
N 2.19711 0.42774 5.56918
H 1.75381 1.26891 5.96726
H 1.69843 0.37241 4.65499
C 1.77879 -0.72999 6.43435
H 4.14775 2.20765 6.92775
H 3.34934 2.87661 5.53257
H 5.03172 2.40309 5.29027
H 2.32107 -0.67611 7.35171
H 1.92374 -1.72328 5.95297
H 0.72491 -0.58568 6.57050
C 2.93072 6.71726 3.78782
C 3.26125 6.67384 2.26848
O 2.45059 6.29671 1.43432
N 4.56264 7.01950 1.93229
H 5.16260 7.10812 2.72646
H 3.24387 3.41594 1.76120
C 5.13912 6.64505 0.69202
H 2.37238 7.68019 3.88522
H 3.80548 6.66406 4.48249
H 2.24224 5.92326 3.94125
H 6.12026 7.11745 0.53985
H 4.46226 6.96553 -0.07616
H 5.18135 5.54997 0.49578
C -5.34804 -2.95958 0.94888
C -5.86374 -1.59345 1.51758
O -6.48453 -0.81074 0.96786
N -5.54878 -1.51908 2.98962
H -5.70650 -2.40864 3.48466
H -4.51132 -1.35362 3.12056
C -6.23630 -0.37792 3.67350
H -4.25585 -2.90487 0.81998
H -5.82562 -3.15230 -0.03677
H -5.54849 -3.84023 1.58501
H -6.51762 -0.79142 4.62954
H -7.10209 -0.08260 3.04701
H -5.49386 0.38610 3.81231
C -1.29938 -7.58957 -4.17936
C -1.15192 -6.09613 -4.29954
O -0.20412 -5.64371 -4.89501
N -2.12862 -5.42259 -3.63670
H -2.99138 -5.92685 -3.32134
H 2.73054 -5.30263 -3.64347
C -1.86754 -4.04085 -3.35011
H -2.14874 -7.99757 -4.70131
H -1.47525 -7.76381 -3.11436
H -0.42510 -8.15878 -4.47993
H -2.60042 -3.54770 -2.68087
H -1.75662 -3.45459 -4.24878
H -0.97592 -4.05254 -2.74068
C -0.87228 1.72368 2.25604
C 0.13289 0.60521 2.11850
O 1.18763 0.45974 2.67954
N -0.24605 -0.47218 1.17420
H -1.00115 -1.06187 1.60841
H -0.69712 -0.10766 0.33422
C 0.83273 -1.45212 0.71513
H -1.88483 1.28789 2.39529
H -0.89404 2.28554 1.34135
H -0.57242 2.33562 3.07169
H 1.58366 -0.88827 0.17201
H 0.28623 -2.14222 0.13838
H 1.27791 -1.90497 1.61079
C -4.14351 2.46117 5.97238
C -4.35352 3.72815 5.14083
O -5.21429 3.97726 4.40876
N -3.37796 4.87489 5.44485
H -2.53903 4.54770 5.92919
H -3.14678 5.41781 4.60984
C -4.10607 5.79228 6.48791
H -3.34464 1.82105 5.52812
H -5.12120 2.00223 5.91161
H -3.81510 2.70936 6.96807
H -3.40813 6.63527 6.53820
H -4.26431 5.34304 7.46697
H -5.05233 6.06244 6.05846
C 4.93595 -2.77684 2.80821
C 5.41452 -1.55140 2.17096
O 4.89293 -0.86857 1.31740
N 6.75702 -1.08300 2.66968
H 6.90779 -1.34082 3.68249
H 7.39235 -1.69061 2.13646
C 7.11821 0.34977 2.45812
H 4.54338 -2.43126 3.77704
H 5.80105 -3.45418 2.92644
H 4.18119 -3.22982 2.19159
H 8.07511 0.36567 2.92674
H 6.43749 1.01771 3.06091
H 7.13531 0.65026 1.42829
C -1.08426 0.54715 -10.59483
C -1.75589 -0.56121 -9.73418
C -1.24953 -0.70552 -8.30101
C -1.40614 0.51001 -7.29690
N -0.73461 0.26439 -5.96451
C -1.18082 1.37909 -4.99878
C 0.02623 1.55941 -4.10907
C 1.19513 1.52259 -5.12241
C 0.80439 0.35355 -6.09708
C -1.15430 -0.98709 -5.36687
H -0.00431 0.50325 -10.37360
H -1.53221 1.47570 -10.24617
H -1.30672 0.30121 -11.63926
H -1.48673 -1.52428 -10.11690
H -2.85576 -0.44532 -9.75259
H -0.17348 -0.94200 -8.39386
H -1.67047 -1.54677 -7.78661
H -2.48263 0.61418 -7.16484
H -1.01925 1.42984 -7.78503
H -2.07519 1.10338 -4.51944
H -1.36451 2.26691 -5.60725
H 0.05387 0.72450 -3.40622
H -0.03990 2.50549 -3.60851
H 2.14167 1.29987 -4.67154
H 1.27710 2.46850 -5.63115
H 1.20570 -0.51984 -5.62561
H 1.12208 0.46298 -7.10465
H -0.99699 -0.89394 -4.30287
H -0.57683 -1.84399 -5.71620
H -2.20868 -1.09283 -5.62292
C 3.24098 2.07522 0.45328
O 4.36717 1.63124 -0.22564
O 3.64778 2.61443 1.61122
C 2.47864 3.08156 -0.55156
F 1.74408 4.04868 0.07393
F 3.24035 3.85953 -1.36852
F 1.67335 2.49264 -1.39707
C 4.16667 0.53662 -1.15298
C 5.37988 0.36618 -1.98719
H 5.54390 1.18980 -2.68910
H 6.31182 0.32365 -1.37556
H 5.32666 -0.59958 -2.55391
H 3.35402 0.76825 -1.83250
H 3.95072 -0.38585 -0.63599
H 2.59167 1.17141 0.68317
C -2.09311 -7.20555 0.76235
O -1.67443 -8.24920 -0.05433
O -1.43475 -6.07769 0.18221
C -3.58266 -6.96270 0.80716
F -4.00201 -7.77301 1.81026
F -3.99082 -5.74720 1.13790
F -4.30319 -7.31029 -0.25695
C -1.91684 -9.55827 0.46813
C -1.44623 -10.68628 -0.50461
H -1.72785 -10.66518 -1.57583
H -0.31038 -10.61784 -0.54863
H -1.61791 -11.68118 -0.16615
H -2.98124 -9.70031 0.66618
H -1.41359 -9.64403 1.42055
H -1.64792 -7.39865 1.76793
C 3.45109 -3.58316 -3.23949
O 4.48890 -3.11700 -2.39011
O 3.12784 -4.87588 -2.93228
C 2.40289 -2.50223 -3.10770
F 1.87743 -2.44868 -1.90701
F 2.78682 -1.24381 -3.32923
F 1.33994 -2.69164 -3.94558
C 5.51397 -4.12010 -2.12421
C 6.76978 -3.40997 -1.68983
H 6.42637 -2.54700 -1.12304
H 7.47383 -4.14852 -1.19964
H 7.19756 -2.98180 -2.59927
H 5.71558 -4.73714 -3.00144
H 5.12996 -4.81090 -1.35112
H 3.77955 -3.45400 -4.26261
P -1.99669 5.51020 1.45074
F -0.58556 4.82177 1.81681
F -2.31977 5.63889 3.04223
F -1.36665 6.92276 1.54915
F -3.45438 6.12342 0.91662
F -1.69538 5.42139 -0.14558
F -2.73387 3.98898 1.43824
P -1.93129 -2.07287 4.16327
F -2.29660 -1.71985 5.63601
F -0.74230 -0.97966 4.12247
F -0.91878 -3.22069 4.53610
F -1.60788 -2.47509 2.51666
F -3.09474 -3.13875 4.10406
F -2.98967 -0.82802 3.66725
P -2.80269 0.42578 -1.27242
F -4.01519 -0.32574 -1.97511
F -2.95893 1.62730 -2.30252
F -3.85176 1.22447 -0.34158
F -1.49033 1.21801 -0.50854
F -2.77828 -0.73680 -0.10523
F -1.77864 -0.40000 -2.20097
P 0.02510 3.39143 5.91187
F -0.72729 4.30298 4.80320
F -0.69598 2.06367 5.23492
F 1.33825 3.26926 4.94362
F 0.78806 2.40995 6.96170
F 0.59407 4.58805 6.64687
F -1.30666 3.46236 6.81951
*
```

Atom charges from the Löwdin analysis, given in e for atoms 1 to 4: number 1, C, carries 0.017; number 2, C, carries -0.584; number 3, O, carries 0.009; number 4, N, carries 0.011

***

Molecular formula: C5H5ClFNO3S
Method: DFT, ωB97M-V/def2-TZVPD

Calculated values
- Kohn-Sham gap (spin up / spin down) (eV) = 8.221 / 8.220

ORCA input file:
```
! wB97M-V def2-TZVPD RIJCOSX def2/J DEFGRID3
* xyz 0 1
C 1.39434 -0.88154 -0.36290
C 1.41514 -0.77114 1.09010
C 0.78005 -0.04007 -1.19736
C 0.70988 -0.03043 1.86192
C 0.00890 1.17403 -0.78547
N -0.83642 0.81546 0.28251
O -3.15469 -0.28750 0.24994
O -1.17421 -1.68979 0.53674
O -1.61599 -0.64316 -1.62208
F -1.55968 1.86141 0.79231
S -1.86691 -0.68307 -0.20700
Cl 1.19261 2.45297 -0.26341
H 1.95104 -1.71199 -0.76490
H 2.15679 -1.41639 1.56592
H 0.86741 -0.19662 -2.26059
H 0.28152 0.43689 2.70819
H -0.54977 1.61097 -1.62390
*
```

Atom charges from the natural (NBO) analysis, given in e for atoms 1 to 4: number 1, C, carries -0.224; number 2, C, carries -0.299; number 3, C, carries -0.092; number 4, C, carries 0.263